Entry i
Computed, not measured: the ion C4H11N2 with charge +1, with ωB97M-V with the def2-TZVPD basis set.

The SMILES is CCC/[NH+]=C/N. As for the net charge: +1. As for the spin multiplicity: 1. The value obtained for the HOMO-LUMO gap is 10.5318 eV. As for the HOMO energy: -15.10 eV.

Bonds (Å) are listed after each position.
Element x y z (Å)
1 C 1.592 1.212 -0.915  C2 1.547, H7 1.089, H8 1.080, H9 1.085
2 C 1.727 0.463 0.432  C1 1.547, C3 1.533, H10 1.093, H11 1.085
3 C 0.628 -0.593 0.594  C2 1.533, N4 1.493, H12 1.096, H13 1.096
4 N -0.721 0.007 0.375  C3 1.493, C5 1.334, H14 1.015
5 C -1.718 -0.867 0.223  N4 1.334, N6 1.298, H15 1.085
6 N -2.842 -0.709 -0.407  C5 1.298, H16 1.011, H17 1.012
7 H 0.799 1.947 -0.789  C1 1.089
8 H 2.527 1.718 -1.108  C1 1.080
9 H 1.248 0.509 -1.667  C1 1.085
10 H 1.662 1.173 1.259  C2 1.093
11 H 2.637 -0.124 0.491  C2 1.085
12 H 0.631 -1.085 1.573  C3 1.096
13 H 0.791 -1.352 -0.180  C3 1.096
14 H -0.885 0.859 0.900  N4 1.015
15 H -1.513 -1.849 0.635  C5 1.085
16 H -3.304 -1.505 -0.824  N6 1.011
17 H -3.258 0.195 -0.592  N6 1.012

Mulliken population analysis, charges in e, atoms 1 to 4: C -0.99; C -0.57; C -0.77; N -0.18



Entry ii
Computed, not measured: a cluster of 2 separate species, C4H11N2 in total, with ωB97M-V with the def2-TZVPD basis set.

As for the net charge: +1. As for the spin multiplicity: 1. The value obtained for the HOMO-LUMO gap is 9.8567 eV. As for the HOMO energy: -13.42 eV.

Bonds (Å) are listed after each position.
Element x y z (Å)
1 N 0.723 0.276 3.297  C2 1.312, H4 1.007, H5 1.006
2 C 0.410 0.250 2.023  N1 1.312, N3 1.302, H6 1.083
3 N 1.189 -0.190 1.077  C2 1.302, H7 1.025, H8 1.010
4 H 1.583 -0.106 3.657  N1 1.007
5 H 0.081 0.662 3.967  N1 1.006
6 H -0.565 0.630 1.744  C2 1.083
7 H 0.839 -0.237 0.115  N3 1.025
8 H 2.096 -0.591 1.269  N3 1.010
9 C -1.667 0.509 -1.782  C10 1.494, H12 1.093, H13 1.089, H14 1.093
10 C -0.707 -0.631 -1.885  C9 1.494, C11 1.332, H15 1.085
11 C 0.610 -0.481 -2.021  C10 1.332, H16 1.084, H17 1.086
12 H -2.161 0.568 -0.809  C9 1.093
13 H -1.188 1.458 -2.018  C9 1.089
14 H -2.487 0.381 -2.494  C9 1.093
15 H -1.093 -1.645 -1.886  C10 1.085
16 H 1.248 -1.346 -2.166  C11 1.084
17 H 1.089 0.491 -2.088  C11 1.086

Mulliken population analysis, charges in e, atoms 1 to 4: N -0.32; C 0.29; N -0.27; H 0.23



Entry iii
Computed, not measured: the ion C4H11N2 with charge +1, with ωB97M-V with the def2-TZVPD basis set.

The SMILES is C[C@H]1C[N@+]1(C)N. As for the net charge: +1. As for the spin multiplicity: 1. The value obtained for the HOMO-LUMO gap is 12.2147 eV. As for the HOMO energy: -15.08 eV.

Bonds (Å) are listed after each position.
Element x y z (Å)
1 C -1.207 -1.283 0.974  C2 1.481, H7 1.109, H8 1.119, H9 1.188
2 C 0.024 -1.063 0.181  C1 1.481, C3 1.528, N4 1.460, H10 1.198
3 C -0.114 -0.375 -1.177  C2 1.528, N4 1.452, H11 1.156, H12 1.068
4 N 0.641 0.231 -0.095  C2 1.460, C3 1.452, C5 1.588, N6 1.333
5 C -0.120 1.503 0.475  N4 1.588, H13 1.107, H14 1.098, H15 1.049
6 N 1.963 0.397 -0.085  N4 1.333, H16 1.024, H17 0.970
7 H -1.494 -2.294 0.618  C1 1.109
8 H -2.084 -0.612 0.796  C1 1.119
9 H -1.004 -1.307 2.144  C1 1.188
10 H 0.800 -1.973 0.263  C2 1.198
11 H 0.580 -0.627 -2.066  C3 1.156
12 H -1.022 0.118 -1.447  C3 1.068
13 H 0.052 2.441 -0.087  C5 1.107
14 H -1.199 1.299 0.459  C5 1.098
15 H 0.180 1.648 1.469  C5 1.049
16 H 2.508 -0.466 -0.002  N6 1.024
17 H 2.222 0.872 -0.890  N6 0.970

Mulliken population analysis, charges in e, atoms 1 to 4: C -1.26; C 0.11; C -0.41; N 0.81



Entry iv
Computed, not measured: the ion C4H11N2 with charge +1, with ωB97M-V with the def2-TZVPD basis set.

The SMILES is CC/C(N)=C/[NH3+]. As for the net charge: +1. As for the spin multiplicity: 1. The value obtained for the HOMO-LUMO gap is 7.6091 eV. As for the HOMO energy: -12.12 eV.

Bonds (Å) are listed after each position.
Element x y z (Å)
1 C 0.860 -0.539 -2.102  C2 1.545, H7 1.106, H8 1.165, H9 1.088
2 C 0.498 0.677 -1.221  C1 1.545, C3 1.528, H10 1.154, H11 1.109
3 C 0.386 0.196 0.225  C2 1.528, N4 1.384, C5 1.409
4 N 1.037 -0.988 0.527  C3 1.384, H12 0.986, H13 1.014
5 C -0.517 0.603 1.226  C3 1.409, N6 1.575, H14 1.081
6 N -2.016 0.169 1.445  C5 1.575, H15 0.980, H16 1.029, H17 0.967
7 H 1.030 -0.201 -3.142  C1 1.106
8 H 1.884 -0.988 -1.776  C1 1.165
9 H 0.021 -1.226 -2.186  C1 1.088
10 H 1.334 1.469 -1.300  C2 1.154
11 H -0.398 1.254 -1.529  C2 1.109
12 H 1.880 -1.220 0.072  N4 0.986
13 H 1.073 -1.032 1.539  N4 1.014
14 H -0.484 1.676 1.356  C5 1.081
15 H -2.270 0.697 2.231  N6 0.980
16 H -2.091 -0.858 1.463  N6 1.029
17 H -2.490 0.541 0.689  N6 0.967

Mulliken population analysis, charges in e, atoms 1 to 4: C -1.08; C -0.30; C 0.88; N -0.41



entry ii wins, 0.294 eV ahead of the next structure.



Entry i
Computed, not measured: a cluster of 2 separate species, C4H11N2 in total, with ωB97M-V with the def2-TZVPD basis set.

As for the net charge: +1. As for the spin multiplicity: 1. The value obtained for the HOMO-LUMO gap is 5.9882 eV. As for the HOMO energy: -13.33 eV.

Bonds (Å) are listed after each position.
Element x y z (Å)
1 C 0.336 -2.276 -0.006  C2 1.529, H7 1.088, H8 1.089, H9 1.095
2 C -0.286 -1.018 0.601  C1 1.529, C3 1.511, H10 1.100, H11 1.095
3 C -0.077 0.214 -0.249  C2 1.511, C4 1.331
4 C 0.480 0.308 -1.455  C3 1.331, N5 1.369, H12 1.095
5 N 1.553 1.088 -1.794  C4 1.369, H13 1.011, H14 1.016
6 N -1.705 1.492 2.360  H15 1.009, H16 1.001, H17 1.000
7 H 0.545 -3.062 0.717  C1 1.088
8 H -0.183 -2.693 -0.868  C1 1.089
9 H 1.324 -1.970 -0.366  C1 1.095
10 H 0.172 -0.763 1.568  C2 1.100
11 H -1.353 -1.161 0.803  C2 1.095
12 H 0.102 -0.220 -2.336  C4 1.095
13 H 1.858 1.668 -1.024  N5 1.011
14 H 1.503 1.624 -2.656  N5 1.016
15 H -1.360 1.291 1.434  N6 1.009
16 H -2.662 1.197 2.360  N6 1.001
17 H -1.579 2.479 2.458  N6 1.000

Mulliken population analysis, charges in e, atoms 1 to 4: C -1.34; C -0.14; C -0.01; C -0.10



Entry ii
Computed, not measured: the ion C4H11N2 with charge +1, with ωB97M-V with the def2-TZVPD basis set.

The SMILES is C=C(N)CC[NH3+]. As for the net charge: +1. As for the spin multiplicity: 1. The value obtained for the HOMO-LUMO gap is 9.9768 eV. As for the HOMO energy: -13.31 eV.

Bonds (Å) are listed after each position.
Element x y z (Å)
1 C -0.949 0.124 -2.031  C2 1.319, H7 1.082, H8 1.078
2 C -0.228 0.325 -0.945  C1 1.319, N3 1.448, C4 1.498
3 N 1.219 0.357 -0.916  C2 1.448, H9 1.015, H10 1.020
4 C -0.793 0.663 0.400  C2 1.498, C5 1.535, H11 1.093, H12 1.091
5 C -0.562 -0.482 1.397  C4 1.535, N6 1.493, H13 1.092, H14 1.084
6 N 0.886 -0.752 1.641  C5 1.493, H15 1.018, H16 1.041, H17 1.022
7 H -0.500 -0.150 -2.976  C1 1.082
8 H -2.017 0.247 -2.116  C1 1.078
9 H 1.535 1.302 -1.110  N3 1.015
10 H 1.655 -0.239 -1.619  N3 1.020
11 H -1.871 0.841 0.407  C4 1.093
12 H -0.358 1.587 0.784  C4 1.091
13 H -1.103 -0.264 2.320  C5 1.092
14 H -1.060 -1.375 1.038  C5 1.084
15 H 1.189 -1.705 1.449  N6 1.018
16 H 1.411 -0.145 0.978  N6 1.041
17 H 1.182 -0.450 2.572  N6 1.022

Mulliken population analysis, charges in e, atoms 1 to 4: C -0.96; C 0.69; N -0.59; C -0.84



entry ii wins, 3.890 eV ahead of the next structure.



Entry i
Computed, not measured: a cluster of 2 separate species, C4H11N2 in total, with ωB97M-V with the def2-TZVPD basis set.

As for the net charge: +1. As for the spin multiplicity: 1. The value obtained for the HOMO-LUMO gap is 5.1093 eV. As for the HOMO energy: -14.89 eV.

Bonds (Å) are listed after each position.
Element x y z (Å)
1 C 1.613 0.575 -0.999  C2 1.566, H7 1.087, H8 1.112, H9 1.102
2 C 1.610 0.256 0.535  C1 1.566, C3 1.515, H10 1.083, H11 1.082
3 C 1.247 -1.180 0.852  C2 1.515, H12 1.090, H13 1.130, H14 1.087
4 N -1.645 0.166 1.004  C5 1.294, H16 1.026
5 C -2.052 0.234 -0.222  N4 1.294, N6 1.311, H15 1.109
6 N -1.249 0.004 -1.233  C5 1.311, H17 1.024
7 H 2.565 0.787 -1.480  C1 1.087
8 H 0.914 1.435 -1.091  C1 1.112
9 H 1.087 -0.247 -1.509  C1 1.102
10 H 2.656 0.336 0.805  C2 1.083
11 H 1.008 0.971 1.081  C2 1.082
12 H 1.002 -1.380 1.896  C3 1.090
13 H 0.248 -1.352 0.353  C3 1.130
14 H 1.873 -2.003 0.517  C3 1.087
15 H -3.119 0.397 -0.477  C5 1.109
16 H -2.387 -0.005 1.692  N4 1.026
17 H -1.618 0.131 -2.179  N6 1.024

Mulliken population analysis, charges in e, atoms 1 to 4: C -0.93; C -0.15; C -1.07; N -0.16



Entry ii
Computed, not measured: the ion C4H11N2 with charge +1, with ωB97M-V with the def2-TZVPD basis set.

The SMILES is CC/C(N)=C/[NH3+]. As for the net charge: +1. As for the spin multiplicity: 1. The value obtained for the HOMO-LUMO gap is 7.9015 eV. As for the HOMO energy: -12.07 eV.

Bonds (Å) are listed after each position.
Element x y z (Å)
1 C -0.772 -0.225 -1.792  C2 1.478, H7 1.082, H8 1.096, H9 1.083
2 C 0.549 -0.636 -1.273  C1 1.478, C3 1.540, H10 1.103, H11 1.102
3 C 0.852 -0.053 0.120  C2 1.540, N4 1.329, C5 1.398
4 N 1.334 1.185 0.130  C3 1.329, H12 1.016, H13 1.018
5 C 0.360 -0.683 1.268  C3 1.398, N6 1.530, H14 1.080
6 N -0.849 -0.002 1.911  C5 1.530, H15 1.023, H16 1.032, H17 1.015
7 H -1.007 -0.739 -2.714  C1 1.082
8 H -1.610 -0.439 -1.120  C1 1.096
9 H -0.846 0.819 -2.072  C1 1.083
10 H 0.667 -1.681 -0.938  C2 1.103
11 H 1.332 -0.378 -2.004  C2 1.102
12 H 1.244 1.911 -0.575  N4 1.016
13 H 1.448 1.615 1.046  N4 1.018
14 H 0.702 -1.428 1.972  C5 1.080
15 H -1.632 0.105 1.261  N6 1.023
16 H -0.632 1.005 1.973  N6 1.032
17 H -1.139 -0.378 2.809  N6 1.015

Mulliken population analysis, charges in e, atoms 1 to 4: C -1.01; C -0.35; C 0.38; N -0.33



Entry iii
Computed, not measured: a cluster of 2 separate species, C4H11N2 in total, with ωB97M-V with the def2-TZVPD basis set.

As for the net charge: +1. As for the spin multiplicity: 1. The value obtained for the HOMO-LUMO gap is 8.8600 eV. As for the HOMO energy: -14.02 eV.

Bonds (Å) are listed after each position.
Element x y z (Å)
1 C 2.294 -1.086 -0.235  C2 1.376, H7 1.102, H8 1.110
2 C 1.053 -1.048 0.358  C1 1.376, H9 1.070, H15 1.184
3 C -1.490 0.330 0.195  C4 1.462, N6 1.399, H10 1.111, H11 1.179
4 C -0.173 0.755 -0.276  C3 1.462, N5 1.317, H12 1.055
5 N 0.360 1.913 0.057  C4 1.317, H13 1.033, H14 1.049
6 N -1.908 -0.968 -0.114  C3 1.399, H16 1.079, H17 0.952
7 H 3.022 -0.395 0.218  C1 1.102
8 H 2.523 -1.763 -1.085  C1 1.110
9 H 0.989 -0.496 1.272  C2 1.070
10 H -1.418 0.520 1.288  C3 1.111
11 H -2.201 1.139 -0.286  C3 1.179
12 H -0.039 0.416 -1.265  C4 1.055
13 H 0.269 2.262 1.025  N5 1.033
14 H 1.246 2.311 -0.339  N5 1.049
15 H 0.201 -1.771 -0.033  C2 1.184
16 H -2.025 -1.056 -1.183  N6 1.079
17 H -2.701 -1.062 0.404  N6 0.952

Mulliken population analysis, charges in e, atoms 1 to 4: C -0.46; C -0.61; C -0.45; C -0.28



entry ii wins, 0.149 eV ahead of the next structure.



Entry i
Computed, not measured: a cluster of 2 separate species, C4H11N2 in total, with ωB97M-V with the def2-TZVPD basis set.

As for the net charge: +1. As for the spin multiplicity: 1. The value obtained for the HOMO-LUMO gap is 6.4323 eV. As for the HOMO energy: -12.93 eV.

Bonds (Å) are listed after each position.
Element x y z (Å)
1 C 1.124 -0.557 2.451  C2 1.468, H7 1.090, H8 1.089, H16 1.095
2 C 0.285 -0.907 1.297  C1 1.468, C3 1.378, H9 1.090
3 C 0.733 -0.737 0.005  C2 1.378, C4 1.378, H11 1.062
4 C -0.041 -0.958 -1.113  C3 1.378, N5 1.372, H12 1.093
5 N 0.506 -0.730 -2.350  C4 1.372, H13 1.020, H14 1.018
6 N -2.046 2.924 -0.266  H10 1.011, H15 1.008, H17 1.010
7 H 0.542 -0.236 3.315  C1 1.090
8 H 1.761 0.285 2.185  C1 1.089
9 H -0.432 -1.711 1.463  C2 1.090
10 H -2.783 3.594 -0.099  N6 1.011
11 H 1.761 -0.523 -0.154  C3 1.062
12 H -0.896 -1.623 -0.967  C4 1.093
13 H 0.240 0.197 -2.682  N5 1.020
14 H 0.212 -1.483 -2.969  N5 1.018
15 H -1.501 3.185 -1.073  N6 1.008
16 H 1.675 -1.437 2.794  C1 1.095
17 H -1.485 2.909 0.574  N6 1.010

Mulliken population analysis, charges in e, atoms 1 to 4: C -1.15; C 0.23; C -0.44; C 0.02



Entry ii
Computed, not measured: a cluster of 2 separate species, C4H11N2 in total, with ωB97M-V with the def2-TZVPD basis set.

As for the net charge: +1. As for the spin multiplicity: 1. The value obtained for the HOMO-LUMO gap is 11.3356 eV. As for the HOMO energy: -14.98 eV.

Bonds (Å) are listed after each position.
Element x y z (Å)
1 C -1.557 -2.439 -0.078  C2 1.517, N5 1.543, H7 1.071, H8 1.140
2 C -0.479 -1.579 0.555  C1 1.517, N5 1.247, N6 1.397
3 C 1.701 1.054 -1.440  H9 1.098, H10 1.073, H11 1.140, H15 1.119
4 C -0.999 0.774 1.088  N6 1.550, H12 1.030, H13 1.023, H14 1.081
5 N -0.120 -2.761 0.385  C1 1.543, C2 1.247
6 N 0.065 -0.317 0.810  C2 1.397, C4 1.550, H16 1.084, H17 1.025
7 H -2.218 -2.878 0.640  C1 1.071
8 H -1.962 -2.324 -1.138  C1 1.140
9 H 1.258 0.057 -1.560  C3 1.098
10 H 1.563 1.654 -2.318  C3 1.073
11 H 2.820 0.893 -1.295  C3 1.140
12 H -1.753 0.416 0.484  C4 1.030
13 H -1.263 0.718 2.075  C4 1.023
14 H -0.454 1.667 0.819  C4 1.081
15 H 1.166 1.599 -0.622  C3 1.119
16 H 0.721 -0.345 1.672  N6 1.084
17 H 0.633 0.106 0.068  N6 1.025

Mulliken population analysis, charges in e, atoms 1 to 4: C -0.34; C 0.28; C -0.82; C -0.72



entry i wins, 1.648 eV ahead of the next structure.



Entry i
Computed, not measured: the molecule C3H4N2, with ωB97M-V with the def2-TZVPD basis set.

The SMILES is C1=NN=CC1. As for the spin multiplicity: 1. The value obtained for the HOMO-LUMO gap is 10.7570 eV. As for the HOMO energy: -10.22 eV.

Bonds (Å) are listed after each position.
Element x y z (Å)
1 C -0.562 0.469 0.889  N2 1.194, C5 1.491, H6 1.073
2 N -1.066 0.570 -0.189  C1 1.194, N3 1.509
3 N -0.207 -0.045 -1.268  N2 1.509, C4 1.303
4 C 0.716 -0.655 -0.580  N3 1.303, C5 1.513, H7 1.081
5 C 0.780 -0.181 0.855  C1 1.491, C4 1.513, H8 1.303, H9 1.205
6 H -1.135 0.466 1.795  C1 1.073
7 H 1.369 -1.367 -1.065  C4 1.081
8 H 1.975 0.314 0.704  C5 1.303
9 H 1.102 -0.894 1.772  C5 1.205

Mulliken population analysis, charges in e, atoms 1 to 4: C -0.18; N -0.30; N -0.36; C -0.20



Entry ii
Computed, not measured: the molecule C3H4N2, with ωB97M-V with the def2-TZVPD basis set.

As for the spin multiplicity: 1. The value obtained for the HOMO-LUMO gap is 9.5710 eV. As for the HOMO energy: -9.16 eV.

Bonds (Å) are listed after each position.
Element x y z (Å)
1 N 2.643 -0.518 -0.412  C2 1.159
2 C 1.570 -0.077 -0.429  N1 1.159, C3 1.432
3 C 0.300 0.567 -0.581  C2 1.432, C4 1.470, N5 1.763
4 C -0.891 -0.273 -0.395  C3 1.470, N5 1.473, H7 1.090, H8 1.091
5 N -0.644 0.389 0.897  C3 1.763, C4 1.473, H6 1.054, H9 1.018
6 H -0.339 1.368 0.655  N5 1.054
7 H -1.830 0.036 -0.855  C4 1.090
8 H -0.789 -1.357 -0.313  C4 1.091
9 H -0.088 -0.154 1.554  N5 1.018

Mulliken population analysis, charges in e, atoms 1 to 4: N -0.40; C 0.38; C -0.56; C -0.12



entry i wins, 0.693 eV ahead of the next structure.